{"formula": "C6H8AuN2S4Sb", "method": "ωB97M-V/def2-TZVPD", "elements": ["Au", "Sb", "S", "S", "S", "S", "N", "N", "C", "C", "C", "C", "C", "C", "H", "H", "H", "H", "H", "H", "H", "H"], "positions_angstrom": [[-0.94182, 1.76961, -2.87023], [-3.31179, -0.06797, -2.20680], [-1.42182, -1.03585, -3.43517], [-3.18851, 2.15822, -3.26652], [-2.79342, 0.07102, 0.08552], [1.31759, 2.13139, -2.14163], [0.69979, -0.19807, -0.95936], [1.49920, 1.44800, 0.46383], [-0.45411, -2.27076, -0.13622], [1.31490, 0.62527, 1.52392], [1.21665, 1.07254, -0.77427], [1.48680, 1.23778, 2.87395], [0.78074, -0.64811, 1.36079], [0.31563, -1.01340, 0.10135], [2.19873, 2.04721, 2.77511], [0.29804, -0.38839, -1.89537], [-0.69513, -2.37220, -1.21037], [-1.40001, -2.28167, 0.46955], [0.52067, 1.68502, 3.21882], [0.13442, -3.16161, 0.16801], [1.81435, 0.49853, 3.62658], [0.60909, -1.30657, 2.22850]], "forces_ev_per_a": [[0.527, 0.529, -0.115], [1.351, 0.193, -0.103], [-0.785, 0.122, 0.616], [-0.509, -0.444, 0.285], [-0.365, 0.050, -0.755], [-0.077, -0.420, 0.344], [-0.990, -0.614, 1.330], [0.541, 0.128, 0.957], [-0.314, -0.712, -0.178], [-0.676, 0.411, -1.453], [-0.698, -0.830, 0.243], [-0.182, -0.005, 0.445], [-0.395, -0.381, 0.153], [1.284, 0.796, -0.682], [0.181, 0.131, 0.210], [-0.106, -0.240, 0.215], [-0.110, 0.097, 0.557], [0.911, 0.277, -0.684], [0.658, -0.439, -0.375], [-0.046, 0.547, -0.089], [-0.132, 0.348, -0.324], [-0.069, 0.454, -0.598]], "orbital_gap_ev": [6.461, 5.061], "spin_multiplicity": 2, "total_charge": -1}

***

{"formula": "C6H8BN", "method": "ωB97M-V/def2-TZVPD", "elements": ["N", "C", "C", "C", "C", "C", "C", "B", "H", "H", "H", "H", "H", "H", "H", "H"], "positions_angstrom": [[-2.75634, -0.11695, -0.75285], [-2.25825, 1.05911, -0.43221], [-0.20385, 0.19563, 0.67030], [3.13813, -0.34143, -0.78567], [-0.75852, -1.07707, 0.29179], [-0.97236, 1.23867, 0.17869], [-2.06154, -1.14033, -0.22390], [1.08206, 0.47303, 1.28213], [-2.74487, 2.02010, -0.77804], [2.67307, -0.70263, -1.72798], [1.62927, 0.57277, 2.37761], [-0.30082, -1.96666, 0.68025], [-2.59192, -1.98566, -0.38205], [3.12476, -0.99242, 0.10061], [3.73278, 0.42552, -0.88705], [-0.73160, 2.33833, 0.38840]], "forces_ev_per_a": [[-0.158, 0.781, 1.244], [1.878, 1.681, -0.614], [-1.551, -1.099, -1.948], [-3.878, -4.460, 0.238], [-1.290, 0.492, 1.245], [-1.940, 2.877, 0.396], [2.377, 2.119, -0.607], [2.081, -0.154, 1.135], [0.235, -1.407, 0.352], [0.153, 0.199, 1.027], [-0.528, 0.026, -1.039], [0.109, -0.423, -0.162], [-0.873, -3.250, -0.178], [0.292, 0.412, -0.693], [3.137, 3.938, -0.069], [-0.044, -1.730, -0.327]], "orbital_gap_ev": [6.934, 8.276]}

***

Number 1: E_tot -2311.7774 hartree. Number 2: E_tot -312.8172 hartree.